{"formula": "C24H56O10P", "method": "wB97M-V/def2-TZVPD", "symbols": ["C", "C", "P", "C", "C", "C", "O", "C", "H", "H", "H", "H", "H", "H", "H", "H", "H", "H", "H", "H", "H", "H", "C", "O", "C", "C", "O", "C", "C", "O", "C", "H", "H", "H", "H", "H", "H", "H", "H", "H", "H", "H", "H", "H", "H", "C", "O", "C", "C", "O", "C", "C", "O", "C", "H", "H", "H", "H", "H", "H", "H", "H", "H", "H", "H", "H", "H", "H", "C", "O", "C", "C", "O", "C", "C", "O", "C", "H", "H", "H", "H", "H", "H", "H", "H", "H", "H", "H", "H", "H", "H"], "positions_angstrom": [[2.236, -2.672, -0.481], [0.800, -2.664, -1.005], [-0.148, -1.043, -1.322], [1.221, 0.207, -1.131], [-1.176, -0.736, 0.082], [-2.565, -1.191, -0.097], [-2.774, -2.681, -0.114], [-3.538, -3.161, -1.180], [2.755, -3.604, -0.732], [2.831, -1.854, -0.899], [2.276, -2.566, 0.607], [0.760, -3.253, -1.931], [0.136, -3.172, -0.299], [1.950, -0.009, -0.343], [0.708, 1.135, -0.867], [1.776, 0.365, -2.063], [-0.765, -1.144, 1.016], [-3.241, -0.855, 0.709], [-2.988, -0.825, -1.045], [-2.917, -3.421, -2.052], [-4.285, -2.425, -1.515], [-4.084, -4.057, -0.861], [-1.426, 7.518, 2.401], [-1.884, 6.681, 1.372], [-0.967, 6.554, 0.300], [-1.110, 5.213, -0.389], [-0.594, 4.145, 0.376], [-1.519, 3.502, 1.253], [-2.387, 2.469, 0.577], [-3.386, 3.083, -0.230], [-3.842, 2.206, -1.236], [-1.324, 8.561, 2.071], [-2.158, 7.478, 3.206], [-0.454, 7.186, 2.784], [0.060, 6.654, 0.672], [-1.140, 7.351, -0.439], [-0.499, 5.262, -1.296], [-2.150, 5.040, -0.675], [-2.130, 4.243, 1.775], [-0.902, 2.969, 1.979], [-2.860, 1.859, 1.361], [-1.780, 1.768, -0.006], [-3.011, 1.811, -1.830], [-4.521, 2.767, -1.878], [-4.376, 1.346, -0.813], [6.299, -6.190, -6.076], [5.339, -5.165, -6.073], [4.915, -4.788, -7.368], [3.523, -4.196, -7.329], [2.517, -5.167, -7.096], [2.198, -5.407, -5.729], [1.200, -4.424, -5.159], [1.805, -3.173, -4.942], [0.856, -2.128, -4.815], [7.244, -5.867, -6.533], [6.489, -6.460, -5.039], [5.941, -7.072, -6.619], [4.919, -5.661, -8.034], [5.600, -4.038, -7.790], [3.324, -3.787, -8.323], [3.472, -3.389, -6.595], [3.100, -5.424, -5.114], [1.735, -6.397, -5.710], [0.812, -4.837, -4.215], [0.349, -4.324, -5.847], [0.228, -2.069, -5.712], [1.411, -1.200, -4.698], [0.217, -2.247, -3.936], [0.487, 4.716, 7.315], [0.379, 3.445, 6.728], [0.733, 2.390, 7.598], [0.062, 1.100, 7.180], [-1.330, 1.086, 7.454], [-2.164, 1.602, 6.423], [-2.490, 0.593, 5.343], [-1.372, 0.370, 4.523], [-1.481, -0.818, 3.758], [1.527, 4.969, 7.559], [0.112, 5.440, 6.594], [-0.106, 4.782, 8.236], [0.441, 2.636, 8.628], [1.822, 2.234, 7.585], [0.495, 0.302, 7.790], [0.260, 0.892, 6.128], [-1.725, 2.496, 5.975], [-3.100, 1.873, 6.916], [-3.334, 0.987, 4.755], [-2.822, -0.347, 5.806], [-1.656, -1.681, 4.411], [-0.550, -0.944, 3.214], [-2.287, -0.754, 3.020]], "gap_ev": 5.1, "total_energy_ha": -2041.5658, "e_homo_ev": -2.74, "max_force_ev_per_a": 0.68, "charge": -1}

{"formula": "C16H32N2O6", "method": "wB97M-V/def2-TZVPD", "symbols": ["C", "C", "O", "C", "H", "C", "H", "H", "O", "C", "O", "N", "H", "C", "H", "C", "C", "C", "H", "C", "C", "N", "C", "O", "O", "C", "C", "O", "C", "C", "H", "H", "H", "H", "H", "H", "H", "H", "H", "H", "H", "H", "H", "H", "H", "H", "H", "H", "H", "H", "H", "H", "H", "H", "H", "H"], "positions_angstrom": [[-0.245, -4.644, 1.561], [0.255, -3.380, 0.743], [-0.911, -2.679, 0.207], [-0.821, -1.541, -0.379], [-1.853, -1.287, -0.680], [-0.190, -1.631, -1.643], [-0.550, -2.536, -2.109], [-0.363, -0.598, -2.363], [1.227, -1.655, -1.633], [2.052, -0.596, -1.610], [1.502, 0.753, -1.792], [3.216, -0.728, -1.527], [3.593, -1.954, -1.305], [4.346, 0.297, -1.286], [3.891, 1.088, -1.908], [4.666, 0.460, 0.252], [3.602, 0.749, 1.070], [2.925, 2.204, 0.704], [2.670, 2.306, -0.454], [1.817, 2.761, 1.683], [0.555, 1.820, 1.438], [-0.170, 1.932, 0.398], [-1.350, 2.279, 0.157], [-2.159, 2.532, 1.169], [-1.704, 2.276, -1.452], [-2.986, 2.355, -1.512], [-3.762, 0.841, -1.902], [-3.687, 0.174, -0.967], [-4.531, 0.227, 0.371], [-4.558, -1.092, 1.081], [-5.115, -0.777, 1.891], [-3.642, -1.489, 1.100], [-5.107, -1.732, 0.426], [-3.947, 0.869, 0.860], [-5.477, 0.600, 0.008], [-4.774, 1.471, -2.121], [-3.245, 0.609, -2.947], [-3.550, 2.801, -0.359], [-3.130, 3.074, -2.327], [0.345, 1.676, -0.489], [-0.053, 2.111, 2.412], [0.730, 0.869, 2.040], [1.453, 3.687, 1.325], [2.171, 2.593, 2.618], [3.647, 3.074, 0.558], [2.957, 0.071, 0.962], [4.002, 0.859, 2.094], [5.625, 1.132, 0.155], [5.223, -0.316, 0.440], [5.071, -0.032, -1.850], [-0.312, -0.794, 0.290], [0.827, -3.559, -0.119], [0.790, -2.612, 1.340], [-0.727, -5.404, 0.887], [-0.865, -4.477, 2.401], [0.629, -5.035, 2.093]], "gap_ev": 7.0, "relative_energy_kj_mol": 1590.29, "total_energy_ha": -1189.2505, "e_homo_ev": -6.98, "max_force_ev_per_a": 19.03}

How do the records compare in LUMO? In the order shown, they have 0.0884, 0.0003 Ha.